C5H11N | ωB97M-V/def2-TZVPD

Cartesian coordinates (Å):
C -0.526 2.109 -0.146
C -0.496 0.692 -0.659
C 0.663 0.066 -1.277
C 1.452 -0.520 0.792
N 0.106 -0.424 0.171
C -0.801 -1.581 0.320
H 0.447 2.408 0.253
H -1.303 2.264 0.613
H -0.753 2.764 -0.998
H -1.490 0.359 -0.986
H 0.394 -0.797 -1.892
H 1.394 -1.073 1.734
H 2.127 -1.049 0.100
H 1.892 0.468 0.931
H -1.675 -1.398 0.972
H -0.247 -2.424 0.739
H -1.183 -1.864 -0.667

Output
energy relative to the best compared isomer or geometry (same formula, charge and spin)	101.01	kcal/mol
HOMO	-7.14	eV
maximum force	0.0147	Eh/bohr
gap between HOMO and LUMO	8.1	eV
total charge	0

---

C5H11N | ωB97M-V/def2-TZVPD

Cartesian coordinates (Å):
C -0.814 1.546 0.145
C 0.351 0.583 0.320
C 1.482 0.890 -0.655
N -0.032 -0.736 -0.074
C -1.233 -1.419 -0.125
C 0.149 -2.002 0.469
H -1.342 1.337 -0.792
H -1.532 1.485 0.965
H -0.428 2.560 0.099
H 0.726 0.562 1.359
H 2.288 0.153 -0.557
H 1.887 1.892 -0.522
H 1.071 0.773 -1.666
H -2.029 -0.968 0.503
H -1.632 -1.833 -1.045
H 0.016 -2.344 1.479
H 1.070 -2.478 0.099

Output
energy relative to the best compared isomer or geometry (same formula, charge and spin)	60.12	kcal/mol
HOMO	-8.33	eV
maximum force	0.0298	Eh/bohr
structure (SMILES)	CC(C)N1CC1
gap between HOMO and LUMO	9.5	eV
total charge	0

---

C5H11N | ωB97M-V/def2-TZVPD

Cartesian coordinates (Å):
C -0.207 1.712 -0.055
C -0.088 0.428 0.392
C 1.253 -0.087 0.724
C 1.841 -0.532 -0.640
C -1.212 -0.545 0.512
N -2.438 -0.190 -0.301
H -1.146 2.154 -0.412
H 0.615 2.459 0.040
H 1.082 -0.871 1.546
H 1.915 0.722 1.095
H 2.919 -0.909 -0.647
H 1.781 0.402 -1.260
H 1.278 -1.425 -1.108
H -0.739 -1.543 0.131
H -1.512 -0.716 1.554
H -3.148 -0.936 -0.245
H -2.196 -0.122 -1.327

Output
energy relative to the best compared isomer or geometry (same formula, charge and spin)	31.38	kcal/mol
HOMO	-8.94	eV
maximum force	0.0669	Eh/bohr
structure (SMILES)	C=C(CC)CN
gap between HOMO and LUMO	10.0	eV
total charge	0

---

C5H11N | ωB97M-V/def2-TZVPD

Cartesian coordinates (Å):
C -2.766 -0.203 -0.016
C -1.297 0.402 0.091
N -0.315 -0.626 -0.067
C 1.024 -0.142 0.486
C 2.413 -0.683 0.008
C 1.959 0.721 -0.276
H -3.461 0.609 -0.067
H -2.881 -0.785 -0.967
H -3.038 -0.893 0.830
H -1.113 1.272 -0.578
H -1.141 0.840 1.142
H -0.168 -0.882 -1.081
H 0.915 0.112 1.531
H 3.142 -0.740 0.875
H 2.465 -1.383 -0.829
H 2.581 1.498 0.277
H 1.681 0.883 -1.360

Output
energy relative to the best compared isomer or geometry (same formula, charge and spin)	42.72	kcal/mol
HOMO	-8.68	eV
maximum force	0.0616	Eh/bohr
structure (SMILES)	CCNC1CC1
gap between HOMO and LUMO	9.9	eV
total charge	0

---

C5H11N | ωB97M-V/def2-TZVPD

Cartesian coordinates (Å):
C 1.950 -0.756 1.238
C 0.902 0.243 1.775
C -0.046 0.886 0.878
C -1.000 0.278 -0.126
C -0.641 0.052 -1.412
N -1.410 -0.624 -2.455
H 2.484 -0.135 0.525
H 1.342 -1.534 0.818
H 2.755 -1.221 1.904
H 0.461 -0.331 2.557
H 1.504 0.894 2.348
H -0.721 1.443 1.634
H 0.352 1.719 0.179
H -1.797 -0.382 0.366
H 0.279 0.302 -1.748
H -1.363 -0.076 -3.252
H -2.412 -0.534 -2.268

Output
energy relative to the best compared isomer or geometry (same formula, charge and spin)	49.76	kcal/mol
HOMO	-8.55	eV
maximum force	0.0982	Eh/bohr
structure (SMILES)	CCC/C=C/N
gap between HOMO and LUMO	9.7	eV
total charge	0

---

C5H11N | ωB97M-V/def2-TZVPD

Cartesian coordinates (Å):
C 2.426 -0.600 0.175
C 1.210 -0.240 -0.676
C -0.063 -0.138 0.132
C -0.553 1.164 0.650
N -1.179 0.536 -0.501
C -2.503 -0.035 -0.302
H 2.588 0.140 0.967
H 2.300 -1.577 0.655
H 3.334 -0.645 -0.435
H 1.367 0.722 -1.179
H 1.072 -0.986 -1.470
H -0.311 -1.016 0.735
H 0.005 2.076 0.451
H -1.107 1.167 1.591
H -2.488 -1.108 -0.518
H -3.210 0.436 -0.992
H -2.888 0.105 0.720

Output
energy relative to the best compared isomer or geometry (same formula, charge and spin)	28.87	kcal/mol
HOMO	-8.99	eV
maximum force	0.0059	Eh/bohr
structure (SMILES)	CC[C@H]1CN1C
gap between HOMO and LUMO	10.2	eV
total charge	0